i:
Density functional theory data (ωB97M-V with the def2-TZVPD basis set) for C7H15BaN2Se as an isolated structure.

Last column: Mulliken charge in e.
Positions of all 26 atoms, in Å:
C  -2.94143  0.24734  -0.77289  -1.43
H  0.85726  3.33215  -0.32740  -0.34
C  -1.76735  -1.02141  2.86426  0.00
H  0.53910  -1.20077  -2.41101  0.24
H  2.40820  0.18491  0.99370  0.20
H  0.46342  0.73596  5.53898  0.32
H  -3.13975  0.61397  3.13369  0.38
C  -0.64761  -1.69668  3.40776  -0.62
H  1.40412  -0.87199  1.69203  0.19
C  0.13609  -1.08014  4.36859  -0.36
H  -0.39727  -2.68503  3.02977  0.37
H  1.54367  0.60971  2.29640  0.20
H  -3.92550  0.71898  -0.38178  0.09
Se  -2.57909  -1.67612  1.36290  -0.39
H  -2.66322  0.79856  -1.70779  0.39
H  -2.84996  -0.86317  -0.99624  0.20
C  -2.19172  0.18476  3.45017  -0.56
H  1.12544  -1.94475  -1.10651  0.21
N  1.49251  0.10473  1.41926  -0.56
Ba  -0.69450  1.46030  -0.40433  0.92
H  1.01221  -1.59883  4.78574  0.29
C  -1.39392  0.82373  4.38244  -0.20
H  -1.69119  1.78604  4.80552  0.34
C  -0.19341  0.21485  4.82969  -0.48
N  0.93911  -1.01066  -1.49147  -0.66
H  1.87237  -0.63316  -1.68829  0.25

Total charge ... -1

***

ii:
Density functional theory data (ωB97M-V with the def2-TZVPD basis set) for C7H15BaN2Se as an isolated structure.

Last column: Mulliken charge in e.
Positions of all 26 atoms, in Å:
C  -1.10647  -2.60086  -2.13930  -0.45
C  2.30056  -0.37834  2.39707  -0.24
H  -1.68630  -3.13148  -2.89209  0.24
H  -2.43541  1.81481  0.72553  0.18
Ba  -0.88538  -1.12234  -0.38928  -0.61
C  1.77439  1.45147  0.34672  -0.14
H  -0.82351  2.08546  0.56847  0.20
C  2.30586  -0.81105  1.07539  -0.06
N  -1.51517  1.41072  0.90505  -0.41
Se  1.87086  -0.49035  -1.74937  0.00
H  -1.39697  1.39126  1.92140  0.19
H  -3.58780  0.32677  -1.62823  0.16
H  2.04932  1.30722  3.74459  0.36
H  2.53946  -1.85190  0.82445  0.41
H  1.59994  2.15716  -0.47238  0.39
H  -0.40698  -3.32871  -1.68265  0.07
H  -2.18619  -2.21810  -1.17372  -0.06
C  2.02708  0.96370  2.70885  -0.43
H  -0.56432  -1.77485  -2.67140  0.11
C  1.75680  1.86934  1.67000  -0.39
H  2.53094  -1.08654  3.19839  0.36
H  1.55739  2.92034  1.90526  0.36
C  2.01707  0.09171  0.01967  -1.25
H  -2.78590  -0.31402  -2.90902  0.15
H  -2.29180  1.12118  -2.27097  0.18
N  -2.65751  0.19741  -2.03243  -0.32

Total charge ... -1

***

In order of decreasing stability: i, ii.

***

i:
Density functional theory data (ωB97M-V with the def2-TZVPD basis set) for a 2-piece molecular cluster, C3H8F2N2 overall.

Last column: Mulliken charge in e.
Positions of all 15 atoms, in Å:
C  -0.32054  -0.07021  2.27239  -0.52
N  0.03502  0.17473  -1.75535  -0.24
C  -0.50235  0.83200  -0.68258  0.56
F  0.33673  1.71985  -0.08908  -0.22
H  1.79222  0.08927  -0.78143  0.28
N  -0.85019  -0.67850  1.12934  -0.56
H  -0.42050  -0.59311  3.22145  0.31
C  1.33844  -0.49329  -1.64204  -0.71
H  1.75321  -0.44035  -2.66696  0.27
H  0.64911  0.07150  1.95131  0.21
H  1.26556  -1.52285  -1.31728  0.26
H  -0.85110  1.08054  2.32793  0.15
H  -1.85619  -0.98323  1.16102  0.16
H  -0.59329  -0.41697  -2.32485  0.27
F  -1.77615  1.23061  -0.80388  -0.22

Total charge ... 0

***

ii:
Density functional theory data (ωB97M-V with the def2-TZVPD basis set) for a 2-piece molecular cluster, C3H8F2N2 overall.

Last column: Mulliken charge in e.
Positions of all 15 atoms, in Å:
H  0.49921  1.67543  -1.04773  0.24
H  -0.90601  -1.81785  0.76686  0.27
H  -0.76526  0.84302  2.24082  0.25
N  -0.91004  0.18932  1.45955  -0.19
H  1.85730  0.34038  -2.54253  0.29
H  0.29891  -0.36999  -1.84276  0.26
C  -0.36122  -1.15785  1.40734  -0.68
C  -1.17524  0.81845  0.30957  0.38
H  0.71428  -1.21646  0.93880  0.20
F  -1.55825  0.09314  -0.69607  -0.23
F  -1.66638  2.02165  0.24523  -0.23
H  1.74213  -0.85220  -1.20873  0.29
C  1.27054  -0.05917  -1.65956  -0.64
N  1.23388  1.03169  -0.75196  -0.54
H  -0.27384  -1.53956  2.38116  0.35

Total charge ... 0

***

In order of decreasing stability: i, ii.

***

i:
Density functional theory data (ωB97M-V with the def2-TZVPD basis set) for one molecule with the formula C3H3NO.

Last column: Mulliken charge in e.
Positions of all 8 atoms, in Å:
H  0.15503  1.77812  0.53998  0.30
C  0.08136  0.78422  -0.05556  0.05
O  -2.34036  -0.03802  0.08115  -0.68
C  0.01352  -0.83595  -0.02347  0.04
H  0.04020  -1.74586  0.69252  0.29
N  -1.11014  -0.02967  -0.14673  0.35
C  1.01190  -0.01355  -0.68697  -0.54
H  2.14848  0.10071  -0.40093  0.19

Total charge ... 0

***

ii:
Density functional theory data (ωB97M-V with the def2-TZVPD basis set) for one molecule with the formula C3H3NO.

Last column: Mulliken charge in e.
Positions of all 8 atoms, in Å:
C  -0.18019  -1.27513  -1.05615  -0.35
H  0.51726  1.76485  1.24987  0.24
O  -1.68411  0.77784  -1.33152  -0.51
C  -0.93947  -0.04450  -0.90906  0.47
H  1.57610  0.37832  1.66812  0.24
C  0.81372  0.73908  0.94825  -0.20
N  0.20010  -0.07816  0.03599  -0.11
H  -0.30341  -2.26230  -0.60549  0.23

Total charge ... 0

***

iii:
Density functional theory data (ωB97M-V with the def2-TZVPD basis set) for one molecule with the formula C3H3NO.

Last column: Mulliken charge in e.
Positions of all 8 atoms, in Å:
N  -2.85970  -0.50005  -0.13138  -0.39
C  1.50918  0.20522  -0.08752  -0.68
C  0.25948  -0.18557  0.08280  0.04
H  -0.20090  -1.23338  0.11125  0.26
C  -1.88357  0.05352  0.04323  0.55
H  2.36342  -0.37035  -0.12519  0.29
O  -0.79599  0.77904  0.25484  -0.33
H  1.60809  1.25156  -0.14803  0.26

Total charge ... 0

***

iv:
Density functional theory data (ωB97M-V with the def2-TZVPD basis set) for one molecule with the formula C3H3NO.

Last column: Mulliken charge in e.
Positions of all 8 atoms, in Å:
H  -1.92131  -0.59483  0.29860  0.22
C  1.56966  0.13919  0.04331  0.08
C  -1.02469  -0.27419  -0.39213  -0.24
N  2.64236  0.26463  -0.36151  -0.35
H  -0.75386  -0.84121  -1.31359  0.28
C  0.12478  0.15855  0.47906  0.00
H  0.08049  0.07438  1.52542  0.34
O  -0.71744  1.07348  -0.27916  -0.34

Total charge ... 0

***

In order of decreasing stability: iv, iii, ii, i.

***

i:
Density functional theory data (ωB97M-V with the def2-TZVPD basis set) for one molecule with the formula C3H3NO.

Last column: Mulliken charge in e.
Positions of all 8 atoms, in Å:
N  2.39192  -0.96185  -0.02364  -0.41
C  0.18028  0.42487  0.00535  -0.25
H  -1.98161  0.48669  -0.20021  0.29
O  -1.27183  -1.44897  0.00062  -0.44
C  -1.13320  -0.24171  -0.06356  0.05
C  1.29560  -0.49492  -0.08259  0.24
H  0.22893  0.88259  1.04061  0.21
H  0.28991  1.35331  -0.67658  0.31

Total charge ... 0

***

ii:
Density functional theory data (ωB97M-V with the def2-TZVPD basis set) for one molecule with the formula C3H3NO.

Last column: Mulliken charge in e.
Positions of all 8 atoms, in Å:
O  -1.56556  2.10322  0.05285  -0.37
C  -2.77090  -0.30467  -0.02583  0.04
H  -0.18388  -0.82747  -0.65367  0.31
C  -0.03939  0.16323  -0.01367  -0.83
C  -1.34648  0.93964  0.05918  0.60
N  -3.65616  -1.02284  -0.08224  -0.33
H  0.82355  0.85726  -0.20086  0.31
H  0.18852  -0.15584  1.10585  0.27

Total charge ... 0

***

In order of decreasing stability: i, ii.

***

i:
Density functional theory data (ωB97M-V with the def2-TZVPD basis set) for a 4-piece molecular cluster, C3H13NO3 overall.

Last column: Mulliken charge in e.
Positions of all 20 atoms, in Å:
O  -2.37064  0.44700  0.68456  -0.75
H  -1.65732  0.76471  -0.99909  0.36
O  1.39626  0.55342  -2.65738  -0.61
H  0.45086  0.58473  -2.41139  0.36
C  1.19624  0.79958  0.16434  -0.53
H  1.23917  0.09115  -3.50504  0.32
H  0.94284  1.40644  -0.68195  0.38
H  -0.79202  -1.91304  2.47428  0.27
H  2.07190  -1.16981  1.51608  0.44
N  0.43256  0.05319  0.83641  -0.27
C  1.02726  -0.93452  1.75325  -0.46
H  -1.48371  0.08075  0.84860  0.53
H  0.53303  -3.02964  2.01947  0.35
H  1.22247  -0.59196  2.78919  0.27
H  -1.47027  0.48916  -2.49864  0.31
H  -2.50506  1.24135  1.18492  0.32
C  0.00965  -2.09980  1.76495  -1.13
O  -1.20213  1.09383  -1.79521  -0.73
H  -0.40761  -2.17886  0.75907  0.31
H  2.25690  0.93997  0.41136  0.26

Total charge ... 0

***

ii:
Density functional theory data (ωB97M-V with the def2-TZVPD basis set) for a 4-piece molecular cluster, C3H13NO3 overall.

Last column: Mulliken charge in e.
Positions of all 20 atoms, in Å:
H  0.40465  1.64692  -0.17280  0.26
H  1.38221  -2.76279  -1.30556  0.32
C  1.34739  -0.14843  -0.44379  -0.03
H  -0.63690  1.24437  2.78686  0.36
H  -0.99231  0.49089  0.86594  0.20
H  2.36534  -0.52303  -0.50875  0.30
H  -0.69216  -0.78752  -0.67097  0.15
H  2.00207  1.74590  -0.60672  0.25
H  0.74269  -3.01700  0.30774  0.27
O  0.06217  0.69114  3.14988  -0.66
H  -1.86702  2.36729  -2.05174  0.33
H  -0.32346  -3.01236  -1.06145  0.35
H  -2.39580  0.23769  1.46431  0.31
H  0.75740  0.53494  2.50464  0.33
C  0.54421  -2.52013  -0.64710  -1.37
C  0.35611  -1.03106  -0.50905  0.05
O  -1.12321  1.77874  -2.21524  -0.63
N  1.31212  1.20655  -0.10277  -0.44
H  -1.39712  0.94424  -1.82248  0.31
O  -1.84835  0.91363  1.03906  -0.65

Total charge ... 0

***

In order of decreasing stability: ii, i.

***

i:
Density functional theory data (ωB97M-V with the def2-TZVPD basis set) for a 4-piece molecular cluster, C3H13NO3 overall.

Last column: Mulliken charge in e.
Positions of all 20 atoms, in Å:
H  -2.35081  2.43757  2.27001  0.33
N  -1.54750  0.73739  1.60396  -0.39
H  3.36805  -3.24472  0.31812  0.30
H  0.48589  2.14229  -2.45176  0.32
O  2.15234  -0.02604  -1.24401  -0.62
H  -1.40631  0.17505  -0.47367  0.19
C  -1.49915  -0.19434  0.54394  0.11
H  2.10901  -0.81720  -0.75545  0.32
C  -1.84661  2.18471  1.35934  -0.82
H  2.51429  -0.36667  -2.08352  0.33
C  -1.05218  -1.45492  0.78810  -0.95
O  -0.29899  1.53897  -2.53148  -0.65
H  -1.08430  2.86326  1.08985  0.28
H  -0.53928  -2.01134  0.05870  0.36
H  1.98660  -2.80896  0.74085  0.31
H  -0.76763  0.48899  2.16163  0.28
O  2.73707  -2.53121  0.22709  -0.65
H  -1.36848  -2.09396  1.63359  0.28
H  -2.55991  2.22694  0.52013  0.32
H  0.10971  0.78050  -2.01720  0.36

Total charge ... 0

***

ii:
Density functional theory data (ωB97M-V with the def2-TZVPD basis set) for a 3-piece molecular cluster, C3H13NO3 overall.

Last column: Mulliken charge in e.
Positions of all 20 atoms, in Å:
H  2.50950  -1.80804  -0.37103  0.28
H  -3.80139  1.07364  1.43770  0.30
C  1.45876  -2.01007  -0.58083  -0.99
H  0.31553  0.26368  2.99074  0.31
H  -1.39166  0.33432  -1.49248  0.29
H  -0.22196  -1.03895  0.16670  0.30
N  0.66692  -0.82934  -0.23727  -0.10
O  -3.00041  0.69312  1.81103  -0.67
H  -0.46690  1.71759  -2.13869  0.28
H  1.35663  -2.25216  -1.64474  0.32
O  0.91814  0.64554  2.35172  -0.69
O  -0.94520  1.60108  -0.02538  -0.58
C  0.73147  0.25494  -1.17023  -0.71
H  -2.29035  0.86589  1.16054  0.42
C  -0.56183  1.01649  -1.30507  -0.44
H  0.95351  -0.12075  -2.20171  0.36
H  -0.16088  1.65182  0.52708  0.35
H  1.63071  0.87580  -1.07924  0.30
H  1.19950  -0.09584  1.77699  0.34
H  1.09992  -2.83873  0.02417  0.34

Total charge ... 0

***

iii:
Density functional theory data (ωB97M-V with the def2-TZVPD basis set) for a 4-piece molecular cluster, C3H13NO3 overall.

Last column: Mulliken charge in e.
Positions of all 20 atoms, in Å:
O  -1.67117  0.25713  -1.69784  -0.76
H  -2.77127  1.50184  1.14903  0.29
H  1.79226  2.69851  0.44902  0.28
O  -0.75552  -1.53034  1.73559  -0.65
C  1.50199  -0.25210  -0.81864  -0.30
H  0.25109  -1.72231  -0.10534  0.19
H  -1.33076  -2.22238  2.04010  0.28
H  0.88610  0.29859  1.10543  0.34
H  3.01404  1.74572  1.21538  0.29
O  -2.45543  0.58655  1.03945  -0.71
H  2.24989  -0.14944  -1.59362  0.30
H  2.93126  1.95415  -0.56525  0.32
C  2.35773  1.75965  0.34342  -1.20
H  1.15158  -2.12963  -1.43352  0.23
H  -1.31746  0.98610  -2.26041  0.35
H  -1.38431  -0.79420  1.58115  0.37
N  0.64972  -1.37728  -0.97588  -0.60
H  -2.18995  0.48894  0.09467  0.43
C  1.47768  0.56243  0.24160  0.17
H  -0.83744  -0.22876  -1.57960  0.40

Total charge ... 0

***

In order of decreasing stability: iii, ii, i.